{
  "formula": "C4H7N3S",
  "method": "the ωB97M-V functional and the def2-TZVPD basis",
  "species": ["C", "C", "C", "C", "N", "S", "N", "N", "H", "H", "H", "H", "H", "H", "H"],
  "coordinates": [[-1.694, -0.915, 1.014], [-1.561, -0.380, -0.213], [-1.232, 1.068, -0.393], [-0.061, 1.679, -0.079], [1.047, 1.133, 0.438], [1.923, -0.056, -0.150], [3.021, -0.406, 0.867], [1.592, -1.024, -1.283], [-1.676, -0.475, 1.987], [-1.907, -1.953, 1.022], [-1.864, -1.045, -1.145], [-1.867, 1.824, -0.845], [0.154, 2.681, -0.139], [3.411, -1.355, 0.701], [0.713, -0.777, -1.782]],
  "forces_ev_per_a": [[-0.01, -0.36, -1.66], [-0.82, 0.03, -0.49], [1.03, 0.86, -0.36], [-1.69, -2.35, -0.84], [4.27, -3.65, 0.14], [-1.88, 0.73, 2.55], [-0.41, -0.24, -1.00], [-0.36, 0.75, -0.19], [0.44, 0.81, 0.13], [-0.32, -0.95, 0.18], [0.92, 1.47, 1.95], [-0.78, -0.64, -0.01], [-0.74, 2.67, -0.61], [-0.36, 0.89, -0.29], [0.70, -0.03, 0.50]],
  "relative_energy_ev": 6.1915,
  "homo_lumo_gap_ev": [8.239, 8.240],
  "mol_weight_g_mol": 129.2,
  "e_lumo_ev": [-0.462, -0.462],
  "fmax_ev_per_a": 5.62
}